Density functional theory data (the ωB97M-V functional and the def2-TZVPD basis) for C22H55B2BeCl6F8NO17S5 as an isolated structure at a distorted geometry.

XYZ file:
```
117
Properties=species:S:1:pos:R:3:forces:R:3
Be -2.042 -1.486 -0.907 -0.140 0.711 1.149
B -4.922 -2.602 -0.788 1.360 -1.488 0.729
F -5.069 -2.703 0.563 0.235 0.201 -0.573
F -3.504 -1.396 -0.846 -2.006 -0.128 0.280
F -4.144 -3.709 -1.310 -1.736 1.973 0.578
F -5.992 -2.108 -1.413 1.074 -0.143 -0.353
B 0.121 0.437 -0.576 -0.992 -0.084 2.292
F 0.523 0.179 -1.832 0.680 -0.163 -0.220
F -1.427 -0.012 -0.634 0.598 -0.478 0.126
F 0.627 -0.285 0.528 -0.167 0.131 -1.575
F 0.092 1.759 -0.190 -0.152 0.075 -0.703
O 3.154 4.596 -3.940 0.854 0.605 -1.490
S 2.439 4.492 -2.735 -0.374 -1.419 2.470
O 3.146 3.977 -1.572 -0.384 0.274 -0.693
O 1.727 5.833 -2.297 0.492 1.096 0.157
C 2.678 6.852 -1.879 0.096 1.566 -0.506
C 1.987 8.018 -1.126 -0.481 -1.319 -1.015
C 0.951 3.630 -2.959 -0.461 -0.412 0.747
H 3.154 7.277 -2.773 -0.162 -0.345 0.026
H 3.445 6.381 -1.292 0.296 -0.213 0.420
H 2.645 8.902 -1.131 -0.552 -0.276 -0.242
H 1.838 7.712 -0.108 -0.241 0.013 0.630
H 0.977 8.137 -1.604 1.032 0.489 0.460
H 1.212 2.569 -3.034 -0.097 0.195 -0.404
H 0.472 4.048 -3.874 -0.014 -0.506 1.008
H 0.434 3.723 -1.956 0.078 0.088 -1.516
O 4.464 -1.516 -3.340 -0.776 0.797 0.081
S 4.974 -0.745 -2.246 0.575 -0.253 -1.157
O 6.129 -1.315 -1.635 0.349 0.361 0.927
O 5.303 0.716 -2.799 -0.556 -0.891 -1.053
C 5.984 1.627 -1.955 -0.258 1.265 0.438
C 6.545 2.809 -2.783 0.505 -0.950 0.383
C 3.744 -0.331 -1.053 0.022 -0.255 -0.166
H 6.801 1.090 -1.544 0.687 -0.393 0.898
H 5.253 1.969 -1.151 0.986 -0.176 -0.941
H 7.605 2.699 -3.123 -0.909 -0.310 0.390
H 6.496 3.670 -2.152 0.000 0.736 0.270
H 5.937 2.972 -3.646 -0.517 0.214 -0.545
H 3.043 -1.146 -1.036 -0.577 -0.149 -0.195
H 3.285 0.629 -1.316 0.048 -0.318 0.194
H 4.237 -0.367 -0.098 0.183 0.441 0.481
O -1.650 -2.447 0.581 -1.308 1.396 -1.031
S -0.870 -3.314 1.389 3.500 -2.354 -0.732
O -1.170 -4.726 1.422 0.106 1.165 -0.380
O 0.653 -3.036 0.679 -2.208 -1.040 1.051
C 1.672 -3.959 1.153 -1.665 -0.796 0.783
C 2.864 -3.957 0.333 1.805 1.140 -1.680
C -0.695 -2.799 3.030 0.592 0.567 1.206
H 1.246 -4.977 1.158 0.014 0.435 0.387
H 1.934 -3.608 2.137 0.077 -0.184 0.636
H 3.709 -4.368 0.877 -0.083 -0.495 0.001
H 3.192 -2.934 0.156 -0.038 0.270 0.019
H 2.783 -4.396 -0.665 -0.161 -0.274 0.284
H 0.119 -3.380 3.524 -0.132 0.573 -0.882
H -1.560 -3.125 3.630 -0.210 0.563 -0.733
H -0.508 -1.705 3.019 -0.145 -0.729 0.288
O -5.984 -3.645 4.202 -0.105 -0.613 -0.673
S -4.754 -4.179 3.685 -0.037 -0.870 1.110
O -3.663 -3.255 3.689 0.582 0.254 -0.785
O -4.289 -5.426 4.611 -0.603 1.397 0.909
C -4.311 -5.050 6.044 0.796 -2.264 -0.481
C -3.298 -5.988 6.645 0.382 -1.073 -1.562
C -4.897 -5.250 2.237 -1.444 2.064 0.525
H -5.281 -5.198 6.444 -1.076 -0.136 0.086
H -4.004 -4.064 6.219 0.298 1.647 -0.215
H -3.404 -7.000 6.192 -0.027 0.684 0.183
H -3.357 -6.158 7.687 -0.138 0.332 1.234
H -2.313 -5.626 6.355 0.196 -0.127 0.249
H -3.877 -5.369 1.894 -0.063 -0.172 -0.430
H -5.625 -4.693 1.570 1.185 -0.987 0.438
H -5.337 -6.119 2.724 0.058 -0.185 -0.596
O -1.669 -2.142 -2.267 0.197 -0.465 -1.062
S -2.425 -2.545 -3.478 -2.054 -0.691 -0.933
O -3.719 -1.994 -3.728 0.753 -0.267 0.677
O -1.561 -2.281 -4.739 0.682 0.561 0.553
C -0.307 -1.493 -4.530 -0.371 0.208 -0.689
C 0.627 -2.331 -3.764 2.668 0.696 -0.151
C -2.494 -4.325 -3.489 1.098 0.234 -0.103
H -0.570 -0.623 -3.957 -0.222 0.573 -0.043
H -0.018 -1.205 -5.555 -0.043 -0.293 0.584
H 0.340 -2.423 -2.746 -0.248 -0.620 0.518
H 1.642 -1.903 -3.680 -0.389 0.588 -0.239
H 0.892 -3.223 -4.272 -0.365 -1.340 -0.293
H -1.457 -4.648 -3.611 -0.025 0.055 -0.625
H -3.161 -4.671 -4.308 0.413 0.270 0.878
H -2.676 -4.642 -2.475 -0.974 -0.111 0.044
Cl 4.873 2.084 3.798 0.485 -0.102 0.458
C 4.119 1.748 2.240 -0.017 1.317 0.535
C 2.903 0.959 2.367 -1.416 -1.220 -0.166
Cl 3.194 -0.816 2.724 -0.002 0.703 -0.073
H 4.809 1.332 1.564 1.040 -0.593 -0.624
H 3.830 2.724 1.869 -0.102 0.186 -0.275
H 2.375 0.982 1.414 -0.101 -0.154 0.097
H 2.237 1.340 3.139 0.070 -0.143 0.012
Cl -4.146 3.213 1.517 -0.135 -0.313 0.078
C -3.817 2.074 2.918 0.536 -0.146 -2.240
C -2.375 1.638 2.717 -0.914 0.516 -0.455
Cl -1.959 0.573 4.076 0.451 0.229 -0.034
H -4.526 1.246 2.843 0.093 0.346 0.354
H -3.894 2.738 3.720 -0.477 0.402 1.628
H -1.784 2.556 2.564 0.337 -0.624 0.745
H -2.321 1.090 1.792 0.228 -0.452 -0.187
Cl 1.466 4.263 2.562 0.133 -0.226 0.247
C 0.141 5.306 1.968 -0.346 -1.940 -0.145
C -0.111 4.946 0.502 -0.524 -0.250 1.160
Cl -1.476 5.990 0.042 -0.030 0.500 -0.717
H 0.493 6.276 2.088 0.532 1.838 -0.034
H -0.723 5.180 2.642 0.256 -0.174 -0.576
H -0.544 3.945 0.415 0.631 0.048 0.063
H 0.807 5.061 -0.096 -0.639 0.174 0.047
C -2.899 2.786 -2.090 -1.032 1.302 -1.538
N -2.348 1.857 -3.158 -1.217 -1.421 2.532
O -2.743 0.689 -3.042 0.922 1.270 -1.063
O -1.555 2.301 -3.950 -0.098 -0.287 -0.243
H -3.282 3.638 -2.713 0.436 -0.493 0.911
H -2.126 3.103 -1.423 0.814 0.178 0.013
H -3.708 2.396 -1.469 0.219 -0.618 -0.623
```
Forces are in eV/Å.

For the energy above the lowest of the compared OMol25 structures with the same formula, charge and spin, the calculation gives 0.0 kJ/mol. The energy comes out at -212819.0267 eV. As for the orbital gap: 0.4002 hartree. The value obtained for the HOMO energy is -10.8 eV.

Results of the Mulliken charge analysis, in e, for atoms 1 through 6:
1 Be 1.618
2 B 0.648
3 F -0.139
4 F -0.329
5 F -0.370
6 F -0.236